No. 1
An isolated molecule of C7H15ClN3O2P. Source: the Open Molecules 2025 dataset; level of theory: ωB97M-V with the def2-TZVPD basis set.

Geometry as XYZ:
```
29
Properties=species:S:1:pos:R:3:lowdin_charge:R:1
C -2.425 -1.960 0.220 -0.245
C -2.610 -0.779 1.140 -0.253
C -2.119 2.770 -0.318 -0.026
C -1.351 2.250 0.775 -0.091
C -1.028 -2.029 -0.286 -0.294
C 3.334 -0.029 -1.092 -0.336
C 3.878 0.711 0.098 -0.610
N -2.181 1.424 0.307 -0.165
N -2.849 0.355 0.197 0.025
N 2.125 -0.872 -0.974 -0.136
O 0.605 1.325 -1.197 -0.325
O -0.469 -0.915 -0.932 -0.240
P 0.737 0.013 -0.479 0.560
Cl 4.227 -0.255 1.555 0.531
H -2.517 -2.916 0.885 0.140
H -3.350 -1.964 -0.471 0.143
H -3.648 -0.988 1.667 0.127
H -1.797 -0.602 1.997 0.141
H -2.848 3.416 -0.067 0.059
H -1.734 2.777 -1.332 0.101
H 0.611 0.167 0.988 0.074
H -0.650 2.552 1.507 0.102
H -0.376 -2.358 0.564 0.124
H -1.029 -2.897 -1.024 0.138
H 3.939 -0.911 -1.504 0.144
H 3.044 0.715 -1.773 0.083
H 3.223 1.568 0.255 0.073
H 4.858 1.171 -0.145 0.079
H 2.404 -1.738 -0.561 0.075
```

Values from the calculation:
* E: -1391.8576 Ha
* energy above the lowest of the compared OMol25 structures with the same formula, charge and spin: 3.263 eV
* HOMO: -7.4 eV
* net charge: 0
* lowest unoccupied orbital energy: 0.67 eV
* 2S+1: 1

=====

No. 2
An isolated molecule of C6H13NO2. Source: the Open Molecules 2025 dataset; level of theory: ωB97M-V with the def2-TZVPD basis set.

Geometry as XYZ:
```
22
Properties=species:S:1:pos:R:3:lowdin_charge:R:1
C -0.622 2.674 -0.840 0.006
C -1.196 -0.876 1.135 -0.025
C 0.839 -1.975 -0.145 -0.048
C 1.173 0.177 1.342 -0.055
C 0.266 -0.641 0.380 -0.438
C -0.094 0.393 -0.832 -0.644
N -0.937 1.519 -0.408 0.074
O 1.056 0.737 -1.433 0.035
O -0.912 -0.389 -1.721 -0.002
H -1.369 3.486 -0.547 0.105
H 0.122 2.750 -1.575 0.054
H -1.363 0.122 1.551 0.057
H -2.046 -1.133 0.470 0.071
H -1.002 -1.660 1.854 0.065
H 1.922 -1.825 -0.302 0.083
H 0.837 -2.701 0.731 0.094
H 0.339 -2.499 -0.955 0.076
H 2.004 0.565 0.780 0.068
H 0.557 1.046 1.719 0.083
H 1.366 -0.340 2.348 0.107
H 0.807 1.153 -2.315 0.146
H -1.746 -0.584 -1.235 0.091
```

Values from the calculation:
* E: -441.5927 Ha
* energy above the lowest of the compared OMol25 structures with the same formula, charge and spin: 2.377 eV
* HOMO: -10.0 eV
* net charge: 0
* lowest unoccupied orbital energy: 0.77 eV
* 2S+1: 1

=====

No. 3
A structure of composition C18H25FI2O3S4. Source: the Open Molecules 2025 dataset; level of theory: ωB97M-V with the def2-TZVPD basis set.

Geometry as XYZ:
```
53
Properties=species:S:1:pos:R:3:lowdin_charge:R:1
C -0.794 -1.624 -4.198 -0.156
C -0.205 -2.253 -2.943 -0.534
S 1.053 -1.288 -2.052 0.905
C 0.383 0.402 -2.099 -0.418
C -0.256 1.081 -0.856 -0.282
C 0.740 1.957 -0.032 -0.643
S 1.375 3.160 -1.308 0.894
C 1.908 1.378 0.789 -0.118
C 2.848 0.326 0.237 -0.187
C 3.559 0.565 -0.938 -0.091
C 4.448 -0.353 -1.453 -0.099
C 4.658 -1.545 -0.782 -0.087
C 4.003 -1.769 0.416 -0.058
C 3.117 -0.848 0.958 -0.231
C 2.608 -1.152 2.345 -0.055
O 0.084 2.887 0.878 -0.376
S -1.057 2.490 1.930 0.977
O -0.705 1.214 2.531 -0.453
O -2.270 2.193 0.905 -0.293
C -2.529 0.887 0.368 -0.354
C -3.660 0.233 1.209 -0.720
I -4.315 -1.646 0.435 0.922
C -3.671 0.314 2.740 -0.840
C -5.108 0.485 3.236 -0.199
I -2.818 -1.306 3.857 0.844
C -1.280 0.130 -0.161 -0.658
F -1.843 -0.571 -1.251 -0.124
S -0.612 -1.107 0.977 0.826
H -1.242 -2.403 -4.817 0.074
H -0.028 -1.122 -4.790 0.076
H -1.595 -0.924 -3.957 0.064
H 0.339 -3.161 -3.211 0.067
H -1.002 -2.548 -2.260 0.056
H -0.380 0.398 -2.870 0.066
H 1.191 1.019 -2.478 0.029
H -0.920 1.839 -1.296 0.134
H 1.918 3.972 -0.396 -0.095
H 1.514 1.033 1.741 0.078
H 2.508 2.261 1.038 0.125
H 3.413 1.493 -1.474 0.069
H 4.966 -0.139 -2.379 0.105
H 5.339 -2.290 -1.173 0.102
H 4.201 -2.684 0.965 0.113
H 2.403 -2.219 2.440 0.083
H 3.391 -0.917 3.073 0.092
H 1.720 -0.604 2.637 0.036
H -3.030 1.120 -0.576 0.152
H -4.514 0.856 0.935 0.072
H -3.105 1.186 3.044 0.042
H -5.519 1.424 2.856 0.084
H -5.737 -0.338 2.888 0.053
H -5.145 0.480 4.323 0.056
H -0.345 -1.974 -0.003 -0.128
```

Values from the calculation:
* E: -3214.5536 Ha
* HOMO: -8.2 eV
* net charge: 0
* lowest unoccupied orbital energy: 0.25 eV
* 2S+1: 1

=====

No. 4
A structure of composition C37H63NO4PSV. Source: the Open Molecules 2025 dataset; level of theory: ωB97M-V with the def2-TZVPD basis set.

Geometry as XYZ:
```
108
Properties=species:S:1:pos:R:3:lowdin_charge:R:1
V 1.858 0.632 0.224 1.079
C -1.405 -4.383 5.081 -0.062
C -1.447 -4.132 3.573 -0.555
C -0.859 -5.359 2.864 -0.041
C -2.911 -3.955 3.150 -0.041
C -0.652 -2.886 3.167 -0.141
C -0.563 -2.536 1.841 0.051
C 0.194 -1.402 1.479 -0.159
N 0.405 -0.864 0.252 0.064
C -0.142 -1.133 -0.986 -0.178
C -1.227 -1.952 -1.310 0.042
C -1.588 -2.116 -2.638 -0.150
C -0.842 -1.449 -3.615 0.051
C 0.220 -0.580 -3.342 -0.091
C 0.522 -0.410 -2.003 -0.233
O 1.482 0.458 -1.534 -0.254
C 0.943 0.193 -4.450 -0.526
C 0.587 1.682 -4.319 -0.035
C 0.528 -0.283 -5.843 -0.059
C 2.463 0.010 -4.332 -0.037
C -2.784 -3.005 -2.991 -0.555
C -2.590 -4.398 -2.378 -0.042
C -2.961 -3.166 -4.501 -0.062
C -4.055 -2.368 -2.411 -0.042
C 0.908 -0.676 2.477 -0.198
O 1.703 0.299 1.976 -0.208
C 0.789 -0.967 3.825 -0.081
C 0.001 -2.077 4.123 0.070
C 1.452 -0.106 4.903 -0.533
C 0.888 1.320 4.804 -0.031
C 1.170 -0.641 6.306 -0.062
C 2.973 -0.078 4.696 -0.035
H -1.958 -5.296 5.307 0.090
H -1.869 -3.570 5.646 0.090
H -0.384 -4.518 5.447 0.091
H -1.392 -6.261 3.174 0.089
H 0.198 -5.487 3.112 0.094
H -0.943 -5.280 1.778 0.077
H -3.494 -4.833 3.437 0.090
H -3.004 -3.832 2.069 0.073
H -3.353 -3.079 3.631 0.093
H -1.035 -3.142 1.084 0.097
H -1.801 -2.425 -0.529 0.097
H -1.109 -1.599 -4.650 0.088
H -0.482 1.838 -4.490 0.093
H 1.136 2.271 -5.059 0.092
H 0.830 2.066 -3.326 0.043
H -0.526 -0.085 -6.050 0.088
H 0.713 -1.351 -5.980 0.096
H 1.114 0.254 -6.591 0.091
H 2.838 0.362 -3.374 0.045
H 2.963 0.571 -5.127 0.090
H 2.737 -1.043 -4.440 0.099
H -1.648 -4.843 -2.704 0.095
H -3.404 -5.058 -2.687 0.089
H -2.589 -4.366 -1.286 0.072
H -2.082 -3.616 -4.969 0.093
H -3.164 -2.213 -4.995 0.088
H -3.812 -3.821 -4.696 0.090
H -3.991 -2.272 -1.324 0.076
H -4.929 -2.982 -2.640 0.090
H -4.220 -1.373 -2.832 0.090
H -0.102 -2.345 5.162 0.088
H -0.190 1.321 4.982 0.092
H 1.075 1.762 3.826 0.076
H 1.356 1.954 5.561 0.090
H 0.102 -0.643 6.541 0.090
H 1.665 0.003 7.035 0.090
H 1.556 -1.654 6.447 0.092
H 3.247 0.379 3.747 0.072
H 3.388 -1.089 4.727 0.094
H 3.438 0.500 5.500 0.088
C -1.829 6.772 -0.979 -0.098
C -1.022 5.525 -1.322 -0.300
C -0.926 4.577 -0.130 -0.353
S -0.198 3.022 -0.623 0.978
O 0.440 2.426 0.640 -0.537
C -1.698 2.061 -0.963 -0.297
C -2.213 1.279 0.245 -0.268
C -3.013 2.094 1.253 -0.089
H -1.881 7.452 -1.830 0.078
H -1.382 7.315 -0.144 0.081
H -2.852 6.514 -0.696 0.080
H -0.016 5.802 -1.644 0.106
H -1.485 5.010 -2.169 0.106
H -1.903 4.392 0.313 0.083
H -0.254 4.945 0.649 0.108
H -1.432 1.390 -1.782 0.075
H -2.429 2.782 -1.341 0.102
H -1.364 0.824 0.756 0.082
H -2.817 0.458 -0.151 0.113
H -2.375 2.793 1.797 0.071
H -3.474 1.439 1.994 0.079
H -3.814 2.660 0.771 0.081
C 3.416 3.569 -1.666 -0.150
P 4.418 2.552 -0.609 0.592
C 5.384 1.492 -1.658 -0.146
C 5.544 3.611 0.259 -0.155
O 3.572 1.758 0.389 -0.408
H 4.038 4.167 -2.333 0.073
H 2.808 4.226 -1.043 0.062
H 2.752 2.933 -2.256 0.043
H 5.873 2.071 -2.444 0.073
H 4.735 0.742 -2.114 0.050
H 6.142 0.988 -1.057 0.071
H 6.138 4.198 -0.444 0.070
H 6.207 3.000 0.871 0.070
H 4.980 4.280 0.909 0.071
```

Values from the calculation:
* E: -3486.8753 Ha
* energy above the lowest of the compared OMol25 structures with the same formula, charge and spin: 0.560 eV
* HOMO (alpha / beta): -9.6 / -10.3 eV
* net charge: +1
* <S²>: 3.790
* lowest unoccupied orbital energy (alpha / beta): -2.06 / -4.30 eV
* 2S+1: 4

=====

No. 5
A structure of composition C11H17Cl2GdPd. Source: the Open Molecules 2025 dataset; level of theory: ωB97M-V with the def2-TZVPD basis set.

Geometry as XYZ:
```
32
Properties=species:S:1:pos:R:3:lowdin_charge:R:1
Gd -0.299 1.085 -0.492 0.715
Cl -1.390 3.363 -0.615 -0.305
C -2.141 0.056 0.470 -0.355
H -1.820 -0.324 1.452 -0.032
H -2.417 -0.810 -0.150 -0.041
H -3.004 0.720 0.601 -0.048
Pd 0.690 -0.614 -2.835 0.325
C 2.085 0.837 -2.632 -0.368
C -0.769 -0.036 -4.060 -0.355
C 0.499 -1.321 -0.940 -0.351
H -1.358 -0.967 -4.155 -0.053
H -1.357 0.799 -3.645 -0.052
H -0.254 0.222 -5.003 -0.043
H 2.850 0.290 -2.058 -0.048
H 2.395 0.964 -3.683 -0.042
H 1.810 1.799 -2.162 -0.062
H -0.200 -2.189 -1.006 -0.060
H 1.543 -1.642 -0.715 -0.061
Cl -1.639 2.596 2.862 0.675
C -0.739 1.328 3.570 -0.658
C -1.180 0.782 4.772 -0.146
C -0.576 -0.383 5.268 -0.146
C 0.437 -0.996 4.524 -0.137
C 0.917 -0.418 3.356 -0.069
C 0.380 0.799 2.862 -0.373
C 0.890 1.421 1.657 -0.308
H -2.003 1.255 5.303 0.085
H -0.932 -0.819 6.199 0.075
H 0.882 -1.919 4.892 0.083
H 1.709 -0.903 2.779 0.101
H 1.778 0.928 1.225 0.028
H 0.979 2.522 1.679 0.027
```

Values from the calculation:
* E: -2242.9185 Ha
* energy above the lowest of the compared OMol25 structures with the same formula, charge and spin: 0.000 eV
* HOMO (alpha / beta): 3.0 / -1.8 eV
* net charge: -2
* <S²>: 25.085
* lowest unoccupied orbital energy (alpha / beta): 4.85 / 4.70 eV
* 2S+1: 10

=====

No. 6
A structure of composition C3H7O3PS. Source: the Open Molecules 2025 dataset; level of theory: ωB97M-V with the def2-TZVPD basis set.

Geometry as XYZ:
```
15
Properties=species:S:1:pos:R:3:lowdin_charge:R:1
C -0.773 -0.777 -0.660 -0.196
C 0.641 -0.524 -0.290 -0.377
C 1.127 -1.654 0.666 0.007
O -1.401 0.496 -0.837 -0.212
O 0.807 0.789 0.289 -0.180
O -0.229 2.771 -0.717 -0.152
P -0.577 1.577 0.131 0.129
S -1.548 2.192 1.756 0.224
H -0.910 -1.382 -1.590 0.155
H -1.285 -1.279 0.138 0.114
H 1.202 -0.235 -1.096 0.123
H 1.982 -1.206 1.190 0.091
H 1.442 -2.535 0.127 0.084
H 0.317 -1.791 1.360 0.078
H -0.794 3.559 -0.468 0.112
```

Values from the calculation:
* E: -1083.8367 Ha
* energy above the lowest of the compared OMol25 structures with the same formula, charge and spin: 0.228 eV
* HOMO: -8.9 eV
* net charge: 0
* lowest unoccupied orbital energy: 0.66 eV
* 2S+1: 1